Record 1
Below is 2 unconnected molecules or ions with the total composition C33H51F3N4O8 at a distorted geometry, with properties calculated with ωB97M-V with the def2-TZVPD basis set.

Cartesian coordinates (Å):
C1 8.5970 -1.5866 -1.2333
C2 8.7094 -2.6940 -0.1025
C3 7.6302 -3.8283 -0.1878
O1 6.3751 -3.3965 -0.7649
C4 5.2705 -3.9216 -0.0386
N1 4.9519 -3.0030 1.1026
C5 5.2209 -1.6230 0.8294
O2 6.2368 -0.9810 0.8752
C6 3.8872 -0.9080 0.4761
C7 3.6112 0.3505 -0.1648
C8 2.1867 0.7219 -0.2923
C9 1.8858 2.0886 -0.9951
C10 1.0699 1.7958 -2.3282
C11 1.7131 2.3969 -3.6264
C12 2.9468 1.5821 -4.1886
N2 3.2050 0.2937 -3.4643
C13 3.0483 -0.8479 -4.3459
N3 1.9107 -1.1940 -4.8395
N4 4.1752 -1.6471 -4.7156
C14 1.1281 -0.1674 0.2173
C15 -0.3765 0.2481 0.1199
C16 -0.8586 0.5304 1.6090
O3 -0.1994 1.7843 1.9730
C17 -0.9525 2.4422 2.9625
O4 -0.8952 2.0859 4.1048
C18 -1.8096 3.6632 2.5193
C19 -2.9596 4.0248 3.5376
C20 1.4310 -1.4756 0.8387
O5 0.4624 -2.3476 1.2973
C21 -0.2581 -2.9602 0.1877
C22 -1.7190 -3.2544 0.6822
C23 -1.6345 -4.6190 1.5290
C24 -2.7446 -3.5199 -0.4814
C25 -3.1888 -2.2416 -1.2825
C26 -3.8636 -1.1307 -0.3679
C27 -4.3320 -2.6823 -2.3193
C28 2.8335 -1.8198 0.9536
C29 3.5534 -3.0534 1.5402
O6 3.1630 -3.9263 2.2604
H1 9.6282 -1.4389 -1.6545
H2 7.8464 -1.8279 -2.0284
H3 8.3468 -0.6177 -0.7226
H4 8.5443 -2.1795 0.8847
H5 9.7641 -3.0731 -0.0629
H6 7.4136 -4.1443 0.8733
H7 7.9566 -4.7483 -0.7375
H8 5.4767 -4.9671 0.2965
H9 4.3855 -3.9776 -0.7384
H10 4.4440 0.9836 -0.5325
H11 1.3513 2.7289 -0.2541
H12 2.8741 2.5208 -1.3154
H13 0.8700 0.6946 -2.3844
H14 0.0591 2.2808 -2.2166
H15 1.9251 3.4920 -3.4859
H16 0.9126 2.3560 -4.4214
H17 2.7577 1.3133 -5.2642
H18 3.8720 2.2186 -4.1103
H19 4.2036 0.3147 -3.2287
H20 1.2167 -0.5266 -4.4849
H21 3.8678 -2.5958 -4.9316
H22 4.8692 -1.6909 -3.9634
H23 -0.5186 1.2214 -0.4203
H24 -1.0187 -0.5079 -0.3914
H25 -1.9580 0.7502 1.6173
H26 -0.5592 -0.3047 2.2847
H27 -2.3313 3.3608 1.5646
H28 -1.1651 4.5500 2.2925
H29 -2.5748 4.6330 4.4006
H30 -3.6821 4.6755 2.9890
H31 -3.5344 3.1283 3.8808
H32 0.2424 -3.9256 -0.1021
H33 -0.2485 -2.3133 -0.7294
H34 -2.1286 -2.4870 1.3812
H35 -1.4054 -4.3776 2.5955
H36 -0.8626 -5.2922 1.0664
H37 -2.6098 -5.1704 1.4172
H38 -2.3818 -4.2860 -1.2205
H39 -3.6688 -3.9464 0.0041
H40 -2.3696 -1.8099 -1.9260
H41 -4.0407 -0.2144 -1.0004
H42 -4.8677 -1.4732 -0.0118
H43 -3.2073 -0.8610 0.4988
H44 -3.9104 -2.7097 -3.3536
H45 -5.1485 -1.9056 -2.3323
H46 -4.8025 -3.6593 -2.0442
C30 -9.7536 5.4647 3.9069
C31 -8.4751 6.1713 3.5048
O7 -7.4794 5.2249 3.0806
C32 -7.5824 4.7905 1.8200
O8 -8.4320 5.1287 1.0475
C33 -6.4332 3.8344 1.4957
F1 -6.2223 2.9360 2.4741
F2 -5.2726 4.4975 1.3218
F3 -6.6499 3.1339 0.3764
H47 -9.5499 4.7070 4.6660
H48 -10.4783 6.1772 4.3025
H49 -10.2033 4.9512 3.0555
H50 -8.0579 6.6951 4.3650
H51 -8.6544 6.9174 2.7288

**Largest force on an atom**: 2.810 eV Å⁻¹
**Highest occupied orbital energy**: -9.08 eV
**SMILES string**: [H]/N=C(/N)NCCCCc1cc2c(c(OC[C@H](C)CC(C)C)c1CCOC(=O)CC)C(=O)N(COCCC)C2=O.CCOC(=O)C(F)(F)F
**Net charge**: 0

Mulliken charges, unit e, in atom order: atom 1 (C): -0.7058, atom 2 (C): -0.5089, atom 3 (C): -0.5063, atom 4 (O): -0.3017, atom 5 (C): -0.4617, atom 6 (N): 0.1937, atom 7 (C): -0.1717, atom 8 (O): -0.5226, atom 9 (C): 0.0606, atom 10 (C): -1.2404, atom 11 (C): 0.7255, atom 12 (C): -1.2887, atom 13 (C): -0.2452, atom 14 (C): -0.8845, atom 15 (C): -0.7933, atom 16 (N): 0.0224, atom 17 (C): 0.2811, atom 18 (N): -0.7838, atom 19 (N): -0.5308, atom 20 (C): 0.7368, atom 21 (C): 0.3727, atom 22 (C): -0.7395, atom 23 (O): -0.2229, atom 24 (C): 0.3329, atom 25 (O): -0.5371, atom 26 (C): -0.1449, atom 27 (C): -0.9692, atom 28 (C): 0.7156, atom 29 (O): -0.5667, atom 30 (C): -0.6253, atom 31 (C): 1.0655, atom 32 (C): -1.4156, atom 33 (C): -1.6970, atom 34 (C): 1.1804, atom 35 (C): -1.3808, atom 36 (C): -1.3293, atom 37 (C): 0.4083, atom 38 (C): -0.2991, atom 39 (O): -0.5388, atom 40 (H): 0.3145, atom 41 (H): 0.1070, atom 42 (H): 0.1698, atom 43 (H): 0.1559, atom 44 (H): 0.4641, atom 45 (H): 0.3544, atom 46 (H): 0.3653, atom 47 (H): 0.3822, atom 48 (H): 0.2591, atom 49 (H): 0.4811, atom 50 (H): 0.2843, atom 51 (H): 0.5489, atom 52 (H): 0.0671, atom 53 (H): 0.4326, atom 54 (H): 0.3846, atom 55 (H): 0.3909, atom 56 (H): 0.3337, atom 57 (H): 0.3353, atom 58 (H): 0.1978, atom 59 (H): 0.3308, atom 60 (H): 0.3352, atom 61 (H): 0.2100, atom 62 (H): 0.2242, atom 63 (H): -0.4813, atom 64 (H): 0.6008, atom 65 (H): 0.1488, atom 66 (H): 0.2418, atom 67 (H): 0.3222, atom 68 (H): 0.3161, atom 69 (H): 0.2306, atom 70 (H): 0.2786, atom 71 (H): 0.4760, atom 72 (H): 0.2643, atom 73 (H): 0.0376, atom 74 (H): 0.3460, atom 75 (H): 0.2880, atom 76 (H): 0.4171, atom 77 (H): 0.1733, atom 78 (H): 0.5187, atom 79 (H): 0.1596, atom 80 (H): 0.3693, atom 81 (H): 0.4344, atom 82 (H): 0.0331, atom 83 (H): 0.3571, atom 84 (H): 0.3371, atom 85 (H): 0.3209, atom 86 (C): -1.1053, atom 87 (C): -0.2266, atom 88 (O): -0.2815, atom 89 (C): 0.2993, atom 90 (O): -0.5110, atom 91 (C): 0.9622, atom 92 (F): -0.2491, atom 93 (F): -0.2527, atom 94 (F): -0.2667, atom 95 (H): 0.3057, atom 96 (H): 0.3717, atom 97 (H): 0.3166, atom 98 (H): 0.3127, atom 99 (H): 0.3222

Record 2
Below is 3 unconnected molecules or ions with the total composition C33H51N4O16P2S2 at a distorted geometry, with properties calculated with ωB97M-V with the def2-TZVPD basis set.

Cartesian coordinates (Å):
C1 4.0338 0.4568 -2.0854
C2 4.2887 0.8122 -3.6155
O1 3.1630 1.5363 -4.1367
C3 2.2283 0.5915 -4.6965
C4 0.7371 1.0224 -4.4941
O2 0.0308 -0.0296 -3.8388
C5 -1.3510 0.0007 -4.2668
C6 -2.1479 -0.9075 -3.2082
P1 -2.2450 -2.5252 -4.1488
O3 -0.8549 -3.0401 -4.3694
O4 -3.1489 -3.7195 -3.4541
O5 -2.9139 -2.3411 -5.6784
C7 -3.6768 -0.5631 -2.8807
O6 -3.8566 -0.6726 -1.4676
P2 -2.3750 -0.6359 -0.5235
C8 -2.4895 -2.5611 -0.4854
C9 -1.1844 -3.3392 -0.8838
C10 -0.9739 -4.5350 0.1660
C11 0.0613 -4.2025 1.2894
N1 0.4690 -5.5009 1.9472
C12 1.9138 -5.5691 1.8785
C13 2.6995 -5.1158 3.1486
O7 2.4206 -5.9286 0.8487
C14 -0.8323 -0.5390 0.6428
C15 0.4519 0.0090 -0.0651
S1 1.8491 0.2999 1.1438
C16 1.2415 1.6394 2.1969
N2 0.0434 2.1960 2.2274
N3 0.0076 3.1511 3.2013
C17 1.2216 3.1457 3.7210
O8 2.0722 2.2410 3.1384
C18 -3.3467 -0.5573 1.1711
C19 -4.8956 -0.7415 1.0609
O9 -5.3230 -2.0674 0.7494
C20 -5.4905 -0.4595 2.5360
N4 -4.8393 -1.2324 3.6082
C21 -2.4437 1.2684 -0.4213
S2 -1.9337 2.2706 -1.8404
O10 -3.0121 2.5103 -2.8240
O11 -1.6157 3.6160 -1.2838
O12 -1.4397 -0.7628 -2.0121
H1 3.9136 -0.6436 -1.9231
H2 4.8423 0.8714 -1.4325
H3 3.0572 0.9180 -1.7838
H4 5.2122 1.4422 -3.6772
H5 4.5111 -0.1124 -4.2063
H6 2.4284 0.4099 -5.7840
H7 2.3730 -0.3776 -4.1502
H8 0.7402 1.9697 -3.8878
H9 0.2938 1.2753 -5.4897
H10 -1.3401 -0.4247 -5.2987
H11 -1.7478 1.0408 -4.3389
H12 -3.1819 -4.4344 -4.1170
H13 -2.1661 -2.3767 -6.3010
H14 -4.3151 -1.4385 -3.2183
H15 -4.1795 0.2851 -3.4025
H16 -2.7736 -2.9194 0.5414
H17 -3.3882 -2.8099 -1.1023
H18 -1.1943 -3.8467 -1.8701
H19 -0.2398 -2.7465 -0.8279
H20 -1.9516 -4.9013 0.5759
H21 -0.5580 -5.4143 -0.4001
H22 0.9239 -3.5835 0.9566
H23 -0.5048 -3.6396 2.0844
H24 0.2143 -5.4900 2.9353
H25 2.1553 -5.4786 4.0535
H26 3.7510 -5.4722 3.1446
H27 2.6856 -3.9998 3.1597
H28 -0.5481 -1.5540 1.0398
H29 -1.0536 0.0381 1.5758
H30 0.3218 0.9800 -0.5939
H31 0.8600 -0.7299 -0.7925
H32 1.4796 3.8213 4.5527
H33 -3.2351 0.4541 1.6614
H34 -2.8864 -1.2533 1.9207
H35 -5.3983 0.0530 0.4449
H36 -6.1911 -2.0528 0.3198
H37 -5.5829 0.6328 2.7487
H38 -6.5508 -0.8443 2.4757
H39 -4.0601 -0.6524 3.9398
H40 -4.3788 -2.0696 3.2463
H41 -1.8898 1.7287 0.4406
H42 -3.5148 1.5499 -0.2343
H43 -0.7544 1.8579 -2.4153
C22 0.6796 6.2770 0.0429
C23 0.1202 6.4996 -1.1459
C24 0.4978 7.6747 -1.9639
O13 -0.0103 7.8831 -3.0469
C25 1.5227 8.5923 -1.4100
C26 2.0808 8.3690 -0.2226
C27 1.7023 7.1923 0.5957
O14 2.2151 6.9897 1.6793
H44 0.4142 5.4228 0.6540
H45 -0.6297 5.8362 -1.5633
H46 1.7872 9.4459 -2.0218
H47 2.8300 9.0287 0.1976
C28 3.8365 -0.2082 3.9737
C29 3.6512 0.4399 5.1229
C30 4.3045 -0.0091 6.3732
O15 4.1345 0.5802 7.4218
C31 5.1741 -1.2062 6.2990
C32 5.3602 -1.8548 5.1519
C33 4.7062 -1.4053 3.9002
O16 4.8783 -1.9970 2.8546
H48 3.3669 0.1018 3.0439
H49 3.0211 1.3151 5.1964
H50 5.6438 -1.5192 7.2231
H51 5.9914 -2.7318 5.0790

**Largest force on an atom**: 5.542 eV Å⁻¹
**Highest occupied orbital energy**: -5.50 eV
**Net charge**: -1

Mulliken population analysis, charges in e, atoms 1 to 99: atom 1 (C): -0.4911, atom 2 (C): -0.4783, atom 3 (O): -0.4270, atom 4 (C): -0.2590, atom 5 (C): -0.5346, atom 6 (O): -0.1150, atom 7 (C): -1.9382, atom 8 (C): 1.7153, atom 9 (P): 0.4015, atom 10 (O): -0.7807, atom 11 (O): -0.4771, atom 12 (O): -0.6021, atom 13 (C): -1.4771, atom 14 (O): -0.6828, atom 15 (P): 3.3999, atom 16 (C): -2.1260, atom 17 (C): 0.6930, atom 18 (C): -1.2876, atom 19 (C): -0.0518, atom 20 (N): -0.4003, atom 21 (C): 0.5881, atom 22 (C): -0.8997, atom 23 (O): -0.5453, atom 24 (C): -0.6682, atom 25 (C): -0.4910, atom 26 (S): -0.2824, atom 27 (C): 0.3374, atom 28 (N): 0.4269, atom 29 (N): -0.9712, atom 30 (C): 0.0533, atom 31 (O): -0.3358, atom 32 (C): -1.5258, atom 33 (C): -0.0749, atom 34 (O): -0.4716, atom 35 (C): -0.9214, atom 36 (N): -0.7492, atom 37 (C): -1.5218, atom 38 (S): 1.3160, atom 39 (O): -0.6841, atom 40 (O): -0.6556, atom 41 (O): 0.5598, atom 42 (H): 0.2477, atom 43 (H): 0.3177, atom 44 (H): 0.0264, atom 45 (H): 0.3512, atom 46 (H): 0.2920, atom 47 (H): 0.1871, atom 48 (H): 0.2841, atom 49 (H): 0.1870, atom 50 (H): 0.4349, atom 51 (H): 0.3908, atom 52 (H): 0.6068, atom 53 (H): 0.3532, atom 54 (H): 0.3699, atom 55 (H): 0.5140, atom 56 (H): 0.0331, atom 57 (H): 0.7459, atom 58 (H): 0.2169, atom 59 (H): 0.4629, atom 60 (H): -0.4530, atom 61 (H): 0.2889, atom 62 (H): 0.3751, atom 63 (H): 0.3720, atom 64 (H): 0.1105, atom 65 (H): 0.3058, atom 66 (H): 0.3521, atom 67 (H): 0.3337, atom 68 (H): 0.1331, atom 69 (H): -0.4979, atom 70 (H): 0.9023, atom 71 (H): -0.0446, atom 72 (H): 0.4005, atom 73 (H): 0.4038, atom 74 (H): 0.5221, atom 75 (H): 0.3187, atom 76 (H): 0.1144, atom 77 (H): 0.3900, atom 78 (H): 0.3281, atom 79 (H): 0.4008, atom 80 (H): 0.3483, atom 81 (H): 0.3183, atom 82 (H): 0.4704, atom 83 (H): 0.6007, atom 84 (H): -0.4367, atom 85 (C): -0.4304, atom 86 (C): -0.3947, atom 87 (C): 0.3033, atom 88 (O): -0.5553, atom 89 (C): -0.3858, atom 90 (C): -0.4146, atom 91 (C): 0.3294, atom 92 (O): -0.5621, atom 93 (H): 0.6442, atom 94 (H): 0.6676, atom 95 (H): 0.4000, atom 96 (H): 0.3974, atom 97 (C): 0.5890, atom 98 (C): -0.0160, atom 99 (C): 0.2530

Result set for LUMO level: -0.02 -0.05 eV, one per record in the order listed.
Result set for frontier orbital gap: 9.054 5.449 eV, one per record in the order listed.